ORCA calculation (ωB97M-V/def2-TZVPD) on a molecular structure, C48H80F36N11O29S12.

Each line ends with the Mulliken charge.
Atoms and positions in Å:
1 C -12.450 -15.875 -25.856  -0.252
2 C -13.557 -16.715 -26.426  1.409
3 C -14.390 -17.403 -25.130  -0.133
4 C -15.050 -16.265 -24.319  0.461
5 C -15.947 -15.356 -25.120  0.203
6 C -15.357 -14.758 -26.376  1.454
7 N -14.709 -15.912 -27.019  1.089
8 O -15.286 -16.425 -27.984  -0.516
9 C -14.324 -13.567 -26.165  -1.855
10 C -16.455 -14.170 -27.155  -1.945
11 C -13.101 -17.793 -27.473  -1.502
12 H -12.813 -15.379 -24.918  -0.918
13 H -12.063 -15.164 -26.557  0.753
14 H -11.597 -16.513 -25.559  -0.426
15 H -13.548 -17.885 -24.548  -0.713
16 H -15.012 -18.186 -25.593  0.644
17 H -14.218 -15.738 -23.855  -0.661
18 H -15.604 -16.689 -23.424  0.612
19 H -16.316 -14.500 -24.541  -0.864
20 H -16.837 -15.935 -25.446  0.580
21 H -15.080 -12.873 -25.887  0.813
22 H -13.853 -13.179 -27.019  0.366
23 H -13.651 -13.578 -25.290  0.139
24 H -16.884 -13.338 -26.721  0.309
25 H -17.127 -15.021 -27.337  0.482
26 H -16.076 -13.906 -28.094  0.531
27 H -12.308 -18.377 -27.040  0.122
28 H -12.715 -17.352 -28.392  0.422
29 H -13.988 -18.482 -27.646  0.464
30 C -7.948 -14.432 -20.694  -1.866
31 C -8.977 -14.317 -21.780  3.000
32 C -9.707 -15.675 -21.970  0.049
33 C -10.873 -15.898 -21.025  -0.388
34 C -11.902 -14.816 -21.330  -0.179
35 C -11.397 -13.374 -20.987  1.480
36 N -9.936 -13.201 -21.227  0.453
37 O -9.411 -12.202 -21.017  0.814
38 C -11.696 -13.025 -19.569  -1.693
39 C -11.962 -12.360 -21.997  -1.406
40 C -8.225 -13.748 -22.970  -1.444
41 H -7.240 -13.612 -20.641  0.308
42 H -7.368 -15.305 -20.935  0.519
43 H -8.286 -14.574 -19.620  -0.124
44 H -8.876 -16.379 -21.760  -0.334
45 H -9.964 -15.771 -23.008  -0.388
46 H -10.442 -15.920 -19.993  -0.267
47 H -11.231 -16.879 -21.253  0.239
48 H -12.748 -14.980 -20.749  0.821
49 H -12.189 -14.899 -22.379  -0.747
50 H -11.448 -11.965 -19.467  0.480
51 H -11.097 -13.606 -18.826  0.128
52 H -12.720 -13.434 -19.375  0.395
53 H -11.714 -12.685 -23.031  0.211
54 H -11.425 -11.391 -21.748  0.411
55 H -13.070 -12.424 -21.982  0.169
56 H -8.851 -13.595 -23.870  0.430
57 H -7.506 -14.470 -23.265  -0.016
58 H -7.799 -12.776 -22.835  0.176
59 C -4.747 -10.201 -17.849  -1.096
60 C -5.046 -10.364 -19.368  1.251
61 C -6.561 -10.674 -19.659  1.004
62 C -7.495 -9.521 -19.485  -0.494
63 C -7.109 -8.543 -20.508  -0.484
64 C -5.685 -7.935 -20.379  0.898
65 N -4.662 -9.197 -20.193  0.973
66 O -3.702 -9.196 -20.790  -0.428
67 C -5.372 -7.099 -19.085  -1.293
68 C -5.146 -7.113 -21.556  -1.547
69 C -4.179 -11.582 -19.863  -2.110
70 H -5.506 -9.645 -17.269  0.373
71 H -3.746 -9.738 -17.600  0.319
72 H -4.723 -11.237 -17.462  0.010
73 H -6.831 -11.443 -18.958  -0.880
74 H -6.632 -11.019 -20.734  -0.037
75 H -7.626 -9.125 -18.468  0.468
76 H -8.529 -9.880 -19.685  0.029
77 H -7.789 -7.688 -20.448  0.478
78 H -7.174 -8.862 -21.547  -0.180
79 H -5.847 -6.105 -19.032  0.403
80 H -4.242 -7.043 -19.035  0.362
81 H -5.763 -7.674 -18.174  0.255
82 H -4.129 -6.883 -21.249  0.572
83 H -5.785 -6.209 -21.562  0.410
84 H -5.257 -7.606 -22.512  0.219
85 H -4.216 -11.697 -20.918  0.622
86 H -4.444 -12.408 -19.207  0.359
87 H -3.113 -11.324 -19.657  0.484
88 C -7.806 -17.635 -18.458  -0.381
89 N -6.824 -18.531 -17.865  0.711
90 C -7.365 -19.906 -18.046  -0.684
91 C -5.549 -18.407 -18.638  -0.891
92 C -6.642 -18.306 -16.437  -1.019
93 C -6.288 -16.925 -16.013  0.662
94 O -4.968 -16.696 -16.463  -0.606
95 H -7.563 -16.584 -18.298  0.119
96 H -8.789 -17.855 -17.960  0.152
97 H -7.837 -17.921 -19.504  0.215
98 H -8.376 -19.951 -17.670  0.353
99 H -6.763 -20.576 -17.413  0.372
100 H -7.328 -20.128 -19.115  0.138
101 H -5.323 -17.384 -18.586  0.435
102 H -5.694 -18.672 -19.666  0.204
103 H -4.735 -18.961 -18.140  0.329
104 H -5.749 -18.879 -16.277  0.411
105 H -7.547 -18.631 -15.871  0.351
106 H -6.264 -17.054 -14.918  0.460
107 H -7.006 -16.233 -16.383  -0.485
108 H -4.579 -16.093 -15.794  0.252
109 C -6.364 -12.388 -26.578  -1.071
110 C -7.553 -12.810 -27.564  0.837
111 C -8.057 -11.660 -28.437  -0.560
112 O -6.973 -11.225 -29.274  -0.411
113 C -6.994 -9.873 -29.715  -0.601
114 N -6.957 -13.816 -28.507  0.134
115 H -6.446 -14.602 -28.024  -0.004
116 H -7.702 -14.306 -29.012  0.245
117 H -6.386 -13.434 -29.193  0.413
118 H -5.575 -11.844 -27.066  0.331
119 H -5.925 -13.270 -26.178  0.350
120 H -6.773 -11.764 -25.783  0.051
121 H -8.411 -13.343 -27.015  -0.030
122 H -8.460 -10.909 -27.772  0.208
123 H -8.854 -12.043 -29.089  0.489
124 H -7.731 -9.736 -30.511  0.314
125 H -6.056 -9.753 -30.236  0.278
126 H -7.182 -9.156 -28.891  0.126
127 C -11.959 -20.791 -23.871  0.395
128 F -12.272 -21.654 -22.948  -0.186
129 F -11.175 -21.413 -24.707  -0.209
130 F -13.104 -20.332 -24.528  -0.226
131 S -11.243 -19.211 -23.261  0.845
132 O -10.917 -18.478 -24.467  -0.502
133 O -12.326 -18.638 -22.505  -0.608
134 N -10.005 -19.755 -22.433  -0.406
135 S -8.524 -19.364 -22.590  1.094
136 O -7.955 -19.098 -23.881  -0.526
137 O -8.169 -18.503 -21.501  -0.562
138 C -7.767 -21.032 -22.115  0.378
139 F -6.607 -20.802 -21.419  -0.258
140 F -8.556 -21.653 -21.257  -0.219
141 F -7.472 -21.681 -23.220  -0.194
142 C -11.760 -18.704 -15.875  0.424
143 F -10.415 -18.793 -15.520  -0.161
144 F -12.310 -19.935 -15.952  -0.231
145 F -12.459 -18.011 -15.032  -0.178
146 S -11.841 -17.939 -17.552  1.321
147 O -11.281 -16.665 -17.291  -0.763
148 O -11.200 -18.842 -18.427  -0.738
149 N -13.354 -17.851 -17.829  -0.500
150 S -14.104 -16.405 -17.606  1.206
151 O -13.996 -15.739 -16.283  -0.685
152 O -14.034 -15.576 -18.815  -0.550
153 C -15.862 -16.868 -17.737  0.381
154 F -16.022 -17.490 -18.935  -0.206
155 F -16.097 -17.790 -16.727  -0.233
156 F -16.575 -15.797 -17.678  -0.152
157 C -10.574 -9.114 -24.949  0.446
158 F -11.746 -9.635 -24.464  -0.146
159 F -10.708 -8.921 -26.214  -0.198
160 F -10.334 -7.912 -24.423  -0.208
161 S -9.176 -10.203 -24.568  0.817
162 O -9.076 -10.191 -23.107  -0.479
163 O -9.461 -11.389 -25.273  -0.522
164 N -8.009 -9.476 -25.258  -0.435
165 S -7.044 -8.446 -24.632  1.328
166 O -7.429 -7.631 -23.516  -0.658
167 O -5.715 -9.070 -24.616  -0.785
168 C -6.971 -7.193 -25.890  0.409
169 F -8.060 -6.526 -26.151  -0.227
170 F -6.079 -6.283 -25.508  -0.228
171 F -6.580 -7.719 -27.040  -0.234
172 C -8.674 -17.491 -29.062  0.407
173 F -7.867 -18.448 -29.403  -0.171
174 F -8.434 -16.303 -29.739  -0.252
175 F -9.934 -17.853 -29.499  -0.205
176 S -8.724 -17.210 -27.203  0.937
177 O -9.828 -16.324 -27.134  -0.596
178 O -8.748 -18.446 -26.555  -0.618
179 N -7.416 -16.270 -27.002  -0.292
180 S -6.011 -16.772 -26.577  1.192
181 O -5.789 -18.145 -26.950  -0.631
182 O -5.062 -15.716 -26.995  -0.824
183 C -6.004 -16.464 -24.662  0.424
184 F -5.411 -15.253 -24.363  -0.278
185 F -7.156 -16.404 -24.082  0.006
186 F -5.306 -17.423 -24.180  -0.182
187 C -16.635 -12.725 -21.496  0.642
188 F -15.477 -13.231 -21.149  -0.304
189 F -17.329 -13.780 -21.951  -0.201
190 F -17.199 -12.180 -20.355  -0.258
191 S -16.464 -11.517 -22.817  0.988
192 O -16.123 -10.312 -22.143  -0.679
193 O -15.550 -12.188 -23.695  -0.435
194 N -17.880 -11.318 -23.446  -0.613
195 S -18.535 -12.115 -24.584  1.516
196 O -18.188 -11.462 -25.836  -0.739
197 O -18.596 -13.599 -24.603  -0.640
198 C -20.330 -11.714 -24.376  0.334
199 F -20.905 -12.249 -23.308  -0.215
200 F -20.568 -10.372 -24.422  -0.239
201 F -20.919 -12.192 -25.423  -0.215
202 C -4.652 -13.833 -13.495  0.590
203 F -5.592 -13.981 -12.610  -0.242
204 F -3.624 -13.207 -12.815  -0.231
205 F -4.405 -15.039 -13.895  -0.225
206 S -4.917 -12.767 -15.021  1.031
207 O -5.156 -11.416 -14.619  -0.613
208 O -3.823 -13.101 -15.882  -0.647
209 N -6.195 -13.539 -15.567  -0.215
210 S -7.335 -13.185 -16.530  0.871
211 O -7.680 -11.754 -16.702  -0.697
212 O -7.406 -14.028 -17.690  -0.391
213 C -8.732 -13.967 -15.573  0.389
214 F -9.126 -13.106 -14.610  -0.221
215 F -9.849 -14.203 -16.322  -0.170
216 F -8.310 -15.130 -15.055  -0.155

Forces on atoms 1 to 2 (eV/Å):
C 0.1654 0.1089 1.5487
C -0.9328 -1.1269 0.4031

Properties
Highest occupied orbital energy   -7.71 eV
Charge   -1

---

ORCA calculation (ωB97M-V/def2-TZVPD) on a molecular structure, C13H20Cl3N9PRuSSi.

Each line ends with the Mulliken charge.
Atoms and positions in Å:
1 Ru -1.408 0.577 -0.534  0.539
2 C 3.144 -2.009 -2.458  -0.793
3 N 1.734 -1.649 -2.309  0.125
4 C 0.717 -2.099 -3.103  -0.673
5 C -0.424 -1.532 -2.628  -0.876
6 N -0.110 -0.736 -1.555  0.866
7 C 1.205 -0.824 -1.382  -0.213
8 P 2.132 -0.111 0.009  -0.410
9 C 0.946 -0.538 1.326  -0.175
10 N -0.358 -0.300 1.283  0.749
11 C -0.882 -0.800 2.441  -0.683
12 C 0.122 -1.337 3.193  -0.730
13 N 1.271 -1.172 2.476  0.163
14 C 2.603 -1.589 2.909  -0.782
15 C 1.551 1.589 -0.203  -0.109
16 N 0.282 1.977 -0.332  0.652
17 C 0.307 3.350 -0.302  -0.704
18 C 1.592 3.776 -0.162  -0.576
19 N 2.368 2.658 -0.100  0.127
20 C 3.822 2.649 0.054  -0.803
21 H 3.261 -2.539 -3.398  0.323
22 H 3.460 -2.655 -1.642  0.322
23 H 3.757 -1.112 -2.480  0.332
24 H 0.886 -2.774 -3.924  0.460
25 H -1.433 -1.672 -2.978  0.570
26 H -1.932 -0.755 2.672  0.468
27 H 0.113 -1.818 4.155  0.449
28 H 2.492 -2.300 3.722  0.323
29 H 3.175 -0.732 3.259  0.319
30 H 3.129 -2.072 2.089  0.334
31 H -0.571 3.958 -0.387  0.554
32 H 2.005 4.768 -0.108  0.446
33 H 4.195 3.638 -0.194  0.327
34 H 4.265 1.925 -0.624  0.342
35 H 4.096 2.410 1.080  0.323
36 N -3.445 0.953 1.166  -0.469
37 N -4.178 -0.185 1.488  -0.334
38 C -3.972 -1.308 0.782  0.781
39 N -4.759 -2.347 1.038  -0.417
40 S -2.737 -1.472 -0.370  -0.234
41 H -3.087 1.413 1.997  0.265
42 H -4.018 1.615 0.651  0.347
43 H -4.996 -0.095 2.076  0.210
44 H -5.517 -2.306 1.700  0.204
45 H -4.633 -3.202 0.521  0.219
46 Cl -2.546 2.747 -1.014  -0.373
47 Si -2.366 1.087 -2.565  0.644
48 Cl -1.045 1.635 -4.005  -0.219
49 Cl -4.216 1.319 -3.331  -0.212

Forces on atoms 1 to 2 (eV/Å):
Ru 0.5517 -2.0951 0.3866
C 0.0192 -0.0353 0.0261

Properties
Highest occupied orbital energy (spin up / spin down)   -14.10 / -14.41 eV
Charge   +2
Expectation value of S²   0.757
ΔE to the lowest compared entry with this formula, charge and spin   34.2 kcal per mole
Spin multiplicity   2